17 unconnected molecules or ions with the total composition C96H128B2F8N25O15. Source: the Open Molecules 2025 dataset; level of theory: the ωB97M-V functional and the def2-TZVPD basis.

Calculated values
- HOMO: -19.93 eV
- Net charge: +9
- Maximum force: 5.238 eV/A
- Gap between HOMO and LUMO: 0.214 Eh
- Calculated total energy: -192584.6539 eV

Geometry (Å):
C -5.11896 4.38777 -4.25819
C -4.23611 3.18302 -4.30916
N -3.15480 3.32489 -5.31853
C -3.33106 3.22508 -6.71771
C -2.13400 3.49730 -7.24776
N -1.30072 3.75082 -6.25697
C -1.93007 3.62990 -5.09510
C 0.11921 4.17128 -6.37898
H -5.57329 4.57521 -5.24215
H -4.56160 5.23849 -3.88486
H -5.92328 4.14419 -3.52315
H -4.76561 2.23811 -4.47102
H -3.67382 2.97121 -3.40776
H -4.24001 2.84285 -7.07193
H -1.85271 3.50192 -8.27060
H -1.58494 3.84737 -4.12071
H 0.21418 4.96891 -7.09486
H 0.70596 3.31391 -6.72604
H 0.45645 4.38169 -5.35980
C -7.96446 4.37404 10.13856
C -8.52375 4.24402 8.71535
N -7.42661 4.31141 7.72950
C -6.74822 3.19692 7.29596
C -5.74286 3.58901 6.46770
N -5.74571 5.05769 6.52336
C -6.78343 5.40290 7.30147
C -4.98297 5.94520 5.67458
H -7.37845 5.26054 10.28353
H -7.35757 3.48752 10.37279
H -8.77166 4.34732 10.85223
H -9.12213 5.10407 8.41673
H -9.12414 3.35926 8.51189
H -7.11073 2.22661 7.67028
H -5.06515 3.03784 5.81968
H -7.11985 6.37505 7.50551
H -5.54261 6.05698 4.73401
H -3.98259 5.58977 5.52468
H -4.95677 6.93545 6.17124
C 1.96315 7.24522 0.57294
C 2.02179 7.00302 -0.95497
N 1.46137 8.09345 -1.72426
C 0.42255 7.90943 -2.63731
C 0.24053 9.02639 -3.37152
N 1.06575 9.98991 -2.84019
C 1.77507 9.41208 -1.84942
C 1.06096 11.48766 -3.07013
H 0.88566 7.23845 0.82813
H 2.40783 8.23278 0.79910
H 2.47039 6.42062 1.09425
H 1.50688 6.09087 -1.22036
H 3.07224 6.96044 -1.21988
H -0.09031 6.96827 -2.71549
H -0.47219 9.18020 -4.14549
H 2.56735 9.95917 -1.34345
H 1.79114 12.06841 -2.55044
H 0.09349 11.83796 -2.74858
H 1.22208 11.70250 -4.12026
C -2.13526 -0.40285 8.13411
C -0.83979 -0.47802 8.92904
N -1.16849 -0.31841 10.36669
C -2.22898 -0.91333 11.06924
C -2.02427 -0.58370 12.40371
N -0.89623 0.17264 12.45796
C -0.36840 0.30886 11.21844
C -0.28612 0.66949 13.72747
H -2.65370 0.52492 8.45759
H -2.78697 -1.23910 8.36224
H -2.02694 -0.26285 7.07601
H -0.31802 0.42785 8.63107
H -0.30080 -1.36388 8.73044
H -2.98746 -1.51192 10.59451
H -2.66150 -0.78641 13.27310
H 0.54153 0.89879 10.99030
H -0.31061 -0.17081 14.37708
H -0.85334 1.47880 14.17787
H 0.75725 0.93803 13.58142
C 12.14365 -10.79577 -3.43729
N 10.83404 -10.01332 -3.47290
C 9.89952 -10.26255 -2.57258
C 8.72543 -9.55293 -2.43494
C 8.53768 -8.47234 -3.31109
C 9.41862 -8.30186 -4.37886
C 10.52979 -9.14409 -4.45921
C 7.39401 -7.52235 -3.07579
C 7.34593 -6.22272 -3.57075
C 6.43391 -5.27247 -3.12905
N 5.48292 -5.58155 -2.25167
C 5.44400 -6.83176 -1.78309
C 6.38420 -7.79974 -2.16442
C 4.55722 -4.54303 -1.62982
H 12.92439 -10.43631 -4.13364
H 11.85810 -11.85570 -3.72351
H 12.58801 -10.77517 -2.42741
H 10.07027 -11.05860 -1.90202
H 8.04944 -9.78456 -1.60666
H 9.23909 -7.56673 -5.16619
H 11.27941 -9.13817 -5.24782
H 7.95893 -5.94689 -4.39214
H 6.41391 -4.23429 -3.48563
H 4.69075 -6.98074 -1.04283
H 6.15755 -8.79591 -1.84933
H 4.80117 -4.31235 -0.57274
H 3.54286 -4.87391 -1.60783
H 4.53974 -3.63319 -2.25472
C 6.50354 6.08906 -4.58547
N 6.32345 5.18811 -5.72142
C 6.11425 3.86770 -5.45166
C 5.85480 2.94461 -6.45017
C 5.72733 3.37561 -7.74317
C 6.04449 4.71001 -7.98826
C 6.30830 5.62981 -6.95539
C 5.45885 2.48154 -8.91822
C 4.82365 1.26119 -8.82802
C 4.61567 0.46437 -9.91320
N 4.97961 0.84795 -11.08343
C 5.70332 1.96450 -11.26774
C 5.87069 2.77831 -10.19425
C 4.69575 0.02267 -12.37746
H 7.58016 6.37852 -4.64163
H 6.24019 5.61806 -3.60912
H 5.86942 6.96609 -4.72396
H 6.10667 3.61206 -4.39736
H 5.60803 1.94003 -6.21867
H 5.88763 5.06331 -8.99393
H 6.49605 6.70321 -7.03384
H 4.42081 0.86897 -7.89226
H 4.02146 -0.43103 -9.93677
H 6.02609 2.20818 -12.27638
H 6.49172 3.65003 -10.43787
H 3.61638 0.06448 -12.50369
H 4.91656 -1.04755 -12.19766
H 5.20844 0.46815 -13.20293
C -4.72537 -7.82815 -3.92809
N -4.85781 -6.63642 -3.00178
C -3.81910 -5.76695 -2.85703
C -4.02285 -4.62363 -2.17941
C -5.19953 -4.31609 -1.48447
C -6.20510 -5.21689 -1.69090
C -6.01825 -6.36790 -2.42261
C -5.33583 -2.99498 -0.82128
C -6.50826 -2.25380 -0.81469
C -6.51973 -0.95626 -0.35642
N -5.40953 -0.36964 0.10283
C -4.25056 -1.05067 0.14940
C -4.18529 -2.33318 -0.31123
C -5.46886 1.05959 0.40088
H -4.57001 -8.75665 -3.32991
H -3.95620 -7.67210 -4.68368
H -5.67761 -7.97024 -4.47775
H -2.93032 -6.00122 -3.44303
H -3.22357 -3.90338 -2.28041
H -7.16861 -5.22259 -1.18692
H -6.84446 -7.08321 -2.53793
H -7.37873 -2.61199 -1.36466
H -7.48197 -0.42747 -0.36041
H -3.39779 -0.44238 0.48388
H -3.24146 -2.82673 -0.14370
H -5.82923 1.58511 -0.48772
H -4.54194 1.56075 0.74777
H -6.18385 1.22472 1.20788
C -1.06780 1.23816 4.56941
N -0.63657 0.97274 3.21346
C -0.37586 2.02147 2.36901
C -0.10349 1.72956 1.06347
C -0.12521 0.38378 0.61150
C -0.29948 -0.59045 1.49354
C -0.53077 -0.26762 2.78612
C 0.09218 0.02477 -0.81120
C 0.52725 -1.18924 -1.21050
C 0.75500 -1.35393 -2.51942
N 0.50858 -0.38232 -3.41873
C -0.12102 0.74453 -3.08509
C -0.33095 0.99064 -1.76234
C 1.06334 -0.53104 -4.76415
H -2.03809 0.76894 4.59747
H -1.07091 2.27175 4.85397
H -0.44102 0.69241 5.31179
H -0.42295 3.05205 2.73318
H 0.17926 2.49733 0.39945
H -0.36981 -1.69509 1.34089
H -0.56708 -1.04511 3.48756
H 0.95778 -1.94620 -0.60065
H 1.24613 -2.20747 -2.96148
H -0.31536 1.41563 -3.86667
H -0.70766 1.89553 -1.39985
H 0.31595 -0.46446 -5.56728
H 1.55565 -1.48030 -4.88084
H 1.78072 0.30326 -4.89736
C -14.08696 -5.59595 4.77693
N -12.53010 -5.39974 4.92127
C -11.63389 -6.32941 4.45371
C -10.27715 -6.10076 4.36380
C -9.80312 -4.86497 4.91488
C -10.66143 -3.85648 5.37099
C -12.01152 -4.17649 5.31658
C -8.31939 -4.54182 4.91369
C -7.88719 -3.41245 4.21167
C -6.53303 -3.20284 4.30378
N -5.71157 -3.89540 5.03158
C -6.15506 -4.95583 5.69029
C -7.48153 -5.31281 5.68439
C -4.21145 -3.62467 5.05052
H -14.47605 -5.26866 5.75448
H -14.29694 -6.65046 4.64037
H -14.42906 -5.00010 3.93789
H -11.98986 -7.32798 4.18008
H -9.61486 -6.91062 4.01624
H -10.30350 -2.86577 5.62100
H -12.79003 -3.45662 5.54531
H -8.50099 -2.83402 3.53320
H -6.04467 -2.34618 3.77958
H -5.40714 -5.51931 6.21612
H -7.86407 -6.17327 6.26100
H -3.94997 -3.22422 4.07955
H -3.77471 -4.57542 5.33822
H -3.86799 -2.97187 5.82873
C 8.40686 -1.12868 -3.19155
N 7.71582 -0.80981 -1.92961
C 8.39984 -0.93598 -0.82539
C 7.86513 -0.55547 0.40023
C 6.61027 0.01639 0.43074
C 5.90376 0.11221 -0.78685
C 6.40788 -0.31683 -2.00240
C 5.90556 0.37720 1.68375
C 5.07167 1.50466 1.67157
C 4.56213 2.03398 2.85029
N 4.74310 1.38711 3.96414
C 5.30622 0.16351 4.00217
C 5.94216 -0.31520 2.87859
C 4.27468 2.11557 5.22090
H 8.46318 -0.23143 -3.77360
H 7.87930 -1.93689 -3.65451
H 9.43236 -1.45653 -2.96463
H 9.40477 -1.33170 -0.91628
H 8.46177 -0.63752 1.31752
H 4.93471 0.63311 -0.77069
H 6.04693 -0.24425 -3.02776
H 4.91800 2.07742 0.77956
H 3.95034 2.90390 2.90557
H 5.26200 -0.25313 4.99212
H 6.51536 -1.23939 2.90833
H 3.26385 2.49169 5.08566
H 4.91154 2.99616 5.18851
H 4.56633 1.54086 6.13373
N 4.74425 -1.01683 -5.13249
O 4.12010 -0.42529 -6.06071
O 4.28512 -1.91639 -4.31373
O 5.99312 -0.76352 -5.01799
N 3.18517 -1.65344 0.31248
O 2.54464 -2.70423 0.50319
O 4.51497 -1.72992 0.27280
O 2.62290 -0.54842 0.26512
N 2.20397 -0.49595 5.09675
O 1.15565 -1.11884 5.31604
O 2.31101 0.04420 3.95329
O 3.17451 -0.50072 5.86903
N -3.15888 -0.03887 -3.03573
O -3.12403 -1.31226 -2.95435
O -3.70325 0.59630 -2.06024
O -2.68389 0.55293 -4.01623
N -5.17138 0.29439 3.73765
O -4.53236 1.21937 4.31546
O -4.57353 -0.72695 3.27893
O -6.40996 0.33845 3.63377
B 3.75534 2.80081 -3.11803
F 3.20452 2.39266 -1.88371
F 3.96421 4.23113 -3.16213
F 5.07212 2.20487 -3.41213
F 2.76197 2.48279 -4.12022
B -1.34148 4.42955 -1.65913
F -1.88417 3.78668 -0.55753
F -0.38820 3.67597 -2.32570
F -2.35287 4.74741 -2.59034
F -0.64849 5.65091 -1.12085